The following is a DFT calculation (ωB97M-V/def2-TZVPD) of a structure of composition C10H17CuNO9P2SSi.

Results
* total charge: -2
* gap between HOMO and LUMO (alpha / beta): 0.250 / 0.250 Eh
* HOMO energy (alpha / beta): -2.30 / -2.29 eV
* LUMO level (alpha / beta): 4.51 / 4.51 eV
* energy above the lowest of the compared OMol25 structures with the same formula, charge and spin: 0.00 kcal/mol
* 2S+1: 2
* molecular weight: 480.89 g mol⁻¹
* energy: -4134.4915 hartree

XYZ file:
```
42
Properties=species:S:1:pos:R:3:forces:R:3:mulliken_charge:R:1
Cu -1.567 1.257 -1.446 -0.1 0.1 0.0 -0.713
S -0.706 -1.288 0.236 0.0 0.0 0.0 -0.531
P -0.539 0.573 -4.425 -0.1 -0.1 -0.1 0.598
P -2.979 -0.607 -3.407 0.0 0.2 0.0 0.812
Si 2.053 -1.664 1.984 0.0 0.0 0.0 0.225
O -3.134 0.450 -2.326 0.0 -0.1 0.0 -0.272
O -1.961 -1.728 -2.805 0.0 -0.1 0.0 -0.595
O -0.092 1.239 -5.661 0.0 0.0 0.0 -0.801
O -0.505 1.347 -3.122 0.0 0.0 0.1 -0.423
O -2.064 0.012 -4.600 0.0 0.0 0.1 -0.187
O -3.701 1.959 0.405 0.0 0.0 0.0 -0.181
O -4.180 -1.224 -3.995 0.1 0.0 0.0 -0.825
O 0.283 -0.801 -4.222 0.1 0.0 -0.1 -0.533
O -1.971 3.359 0.455 0.0 0.0 0.0 -0.674
N 0.159 1.139 -0.382 0.1 0.0 0.0 0.612
C 0.432 -0.001 0.291 0.0 0.0 0.0 0.064
C 2.506 0.976 1.028 0.0 0.0 0.0 0.175
C 1.644 -0.106 1.038 0.0 0.0 0.0 0.295
C 2.206 2.133 0.310 0.0 0.0 0.0 -1.134
C 3.736 -1.381 2.811 0.0 0.0 0.0 -1.129
C 0.864 -2.005 3.394 0.0 0.0 0.0 -1.001
C -2.464 2.360 -0.040 0.1 0.0 0.0 1.255
C 1.014 2.159 -0.380 0.0 0.0 0.0 -0.242
C -4.262 2.761 1.430 -0.1 0.1 0.0 -0.727
C 2.277 -3.175 0.898 0.0 0.0 0.0 -1.003
H 4.529 -1.204 2.079 0.0 0.0 0.0 0.288
H 3.711 -0.530 3.497 0.0 0.0 0.0 0.285
H 2.625 -4.025 1.493 0.0 0.0 0.0 0.299
H 3.020 -2.977 0.121 0.0 0.0 0.0 0.331
H -0.147 -2.151 3.017 0.0 0.0 0.0 0.298
H 4.010 -2.268 3.391 0.0 0.0 0.0 0.264
H 3.439 0.928 1.581 0.0 0.0 0.0 0.258
H -0.218 -1.386 -3.629 0.0 0.0 0.0 0.420
H 0.710 3.019 -0.962 0.0 0.0 0.0 0.343
H -5.237 2.329 1.652 0.0 0.0 0.0 0.193
H -4.379 3.801 1.114 0.0 0.0 0.0 0.267
H 1.338 -3.432 0.409 0.0 0.0 0.0 0.284
H -1.721 -1.524 -1.878 0.0 0.0 0.1 0.163
H 0.855 -1.166 4.095 0.0 0.0 0.0 0.316
H -3.636 2.760 2.326 0.0 0.0 0.0 0.273
H 2.874 2.984 0.285 0.0 0.0 0.0 0.353
H 1.177 -2.901 3.941 0.0 0.0 0.0 0.301
```
Positions in Å, forces in eV/Å.

---

The following is a DFT calculation (ωB97M-V/def2-TZVPD) of the molecule C10H17F3N2O4.

Results
* gap between HOMO and LUMO: 0.369 Eh
* HOMO energy: -9.27 eV
* LUMO level: 0.76 eV
* energy above the lowest of the compared OMol25 structures with the same formula, charge and spin: 3.13 kcal/mol
* 2S+1: 1
* molecular weight: 286.25 g mol⁻¹
* energy: -1101.3398 hartree

XYZ file:
```
36
Properties=species:S:1:pos:R:3:forces:R:3:mulliken_charge:R:1
F 0.044 1.278 -2.511 0.1 -0.1 -0.1 -0.271
F -1.638 1.698 -1.262 -0.3 -0.2 0.1 -0.272
F 0.328 2.324 -0.658 0.2 0.0 0.3 -0.236
O 2.155 -0.103 -1.231 0.2 0.0 0.1 -0.567
O 1.666 -0.446 0.942 -0.1 0.1 0.4 -0.202
O 0.855 -2.558 -0.705 0.2 -0.4 0.2 -0.565
O -2.536 -0.142 2.994 -0.1 -0.2 0.0 -0.366
N -0.627 -1.047 -1.441 0.1 0.3 0.1 -0.235
N -0.966 -0.066 0.673 0.0 -0.1 0.0 -0.172
C -0.074 -2.291 -1.433 -0.5 0.1 -0.4 0.698
C -3.650 0.621 2.593 0.0 0.0 0.0 -0.625
C 3.817 0.617 1.383 -0.3 -0.2 -0.1 -1.134
C -1.320 0.557 3.003 0.2 0.2 -0.2 -0.832
C 3.045 -0.686 1.248 0.5 0.0 -0.1 -0.287
C -0.709 -3.249 -2.404 0.2 -0.2 0.1 -1.326
C -0.164 -0.027 -0.524 0.0 -0.3 0.1 0.609
C -0.347 1.327 -1.238 -0.1 0.4 -0.5 0.516
C 1.377 -0.235 -0.329 -0.2 0.4 -0.4 0.137
C -0.844 1.030 1.624 -0.2 0.0 0.2 -0.526
H -0.621 -2.856 -3.414 0.0 0.0 -0.1 0.333
H -4.525 0.003 2.784 0.0 0.1 0.0 0.253
H -1.381 1.432 3.669 0.0 -0.1 0.0 0.452
H -3.608 0.870 1.529 0.0 0.0 0.0 0.208
H -1.464 1.860 1.273 0.1 0.0 0.1 0.367
H -1.763 -3.378 -2.167 -0.1 0.0 0.0 0.341
H 4.845 0.401 1.660 0.1 0.0 0.0 0.413
H -1.472 -0.862 -1.959 0.1 -0.1 0.1 0.342
H -0.204 -4.207 -2.343 0.0 0.0 0.0 0.359
H 3.369 1.247 2.148 0.0 0.1 0.1 0.280
H 3.028 -1.240 2.188 0.0 0.0 -0.1 0.353
H -3.725 1.546 3.178 0.0 0.0 0.0 0.300
H 3.813 1.152 0.437 0.0 0.0 0.0 0.310
H 3.468 -1.307 0.454 -0.1 0.0 0.2 0.317
H -0.806 -0.951 1.146 0.0 0.0 -0.1 0.392
H -0.595 -0.151 3.414 0.0 0.1 0.0 0.359
H 0.187 1.391 1.734 -0.1 0.0 0.1 0.279
```
Positions in Å, forces in eV/Å.

---

The following is a DFT calculation (ωB97M-V/def2-TZVPD) of the ion C10H17IN3 with charge +1 in a non-equilibrium geometry.

Results
* total charge: +1
* gap between HOMO and LUMO (alpha / beta): 0.234 / 0.213 Eh
* HOMO energy (alpha / beta): -9.94 / -12.21 eV
* LUMO level (alpha / beta): -3.58 / -6.42 eV
* 2S+1: 3
* molecular weight: 306.17 g mol⁻¹
* energy: -852.7646 hartree

XYZ file:
```
31
Properties=species:S:1:pos:R:3:forces:R:3:mulliken_charge:R:1
I -4.204 0.361 -1.054 0.5 -0.1 0.3 0.075
N -2.349 2.149 0.661 -0.5 2.2 -0.3 -0.311
N -1.293 0.273 0.049 1.0 0.3 -1.6 0.136
N -1.310 -1.658 1.227 -1.8 -2.0 0.4 -0.299
C -2.530 0.787 0.435 -0.4 -0.1 0.4 -0.920
C -3.455 2.814 1.333 -0.8 -1.4 1.5 -0.998
C -0.662 -0.818 0.467 -0.7 0.0 1.3 0.686
C 0.650 -1.107 0.168 1.8 -3.3 0.8 1.175
C 1.216 -2.480 0.682 2.4 1.8 -0.2 -1.276
C 4.566 0.364 -2.716 0.5 -2.2 1.5 -1.200
C 3.324 0.502 -1.936 0.9 0.0 -1.4 -0.241
C 2.683 -0.452 -1.220 -1.4 -3.3 1.2 -0.246
C 1.443 -0.223 -0.593 2.1 -0.1 -1.5 -0.739
C -2.063 -1.980 2.174 0.1 -1.2 -2.3 -0.360
H -2.696 -2.883 2.147 0.6 0.1 -0.2 0.262
H -2.203 2.728 -0.190 0.4 -1.1 0.6 0.297
H 3.173 -1.492 -1.259 -0.9 1.5 0.5 0.260
H 5.294 0.316 -1.890 0.5 0.1 -0.1 0.338
H -4.070 3.365 0.696 -0.4 1.7 -1.3 0.438
H 2.954 1.470 -1.834 -0.6 1.6 0.0 0.421
H -3.281 3.324 2.287 0.6 0.1 -0.5 0.303
H -2.870 0.248 1.325 -0.1 0.5 -0.3 0.460
H 1.140 -3.241 -0.095 -0.2 0.0 -0.1 0.342
H -2.165 -1.393 3.002 -0.2 1.7 2.5 0.401
H 0.744 -2.857 1.583 -0.1 0.2 0.0 0.358
H 0.948 0.652 -0.917 0.0 1.2 -0.1 0.185
H 4.747 1.278 -3.185 0.5 1.0 -1.4 0.345
H 4.806 -0.602 -3.272 -0.8 1.4 0.3 0.332
H -0.713 0.850 -0.537 -0.4 0.3 -0.2 0.111
H -4.209 2.078 1.563 -0.1 -0.8 0.6 0.331
H 2.384 -2.373 0.900 -2.6 -0.1 -0.4 0.334
```
Positions in Å, forces in eV/Å.

---

The following is a DFT calculation (ωB97M-V/def2-TZVPD) of a cluster of 2 separate species, C10H17N in total in a non-equilibrium geometry.

Results
* gap between HOMO and LUMO: 0.359 Eh
* HOMO energy: -8.90 eV
* LUMO level: 0.87 eV
* energy above the lowest of the compared OMol25 structures with the same formula, charge and spin: 92.23 kcal/mol
* 2S+1: 1
* molecular weight: 151.25 g mol⁻¹
* energy: -445.8803 hartree

XYZ file:
```
28
Properties=species:S:1:pos:R:3:forces:R:3:mulliken_charge:R:1
N 1.316 -0.995 -0.193 1.5 -1.5 -1.0 -0.297
C 1.540 0.180 -0.794 0.3 -2.4 -0.4 -0.943
C 2.337 -1.677 0.325 -0.2 0.3 -0.5 -0.306
C 2.751 0.768 -0.796 1.6 0.8 -1.0 -0.562
C -2.619 -0.726 0.151 -3.2 -2.1 2.9 -0.213
C -1.992 0.542 -0.049 1.7 3.6 1.1 -0.519
C 3.616 -1.158 0.245 1.6 -1.7 2.0 -0.389
C 0.295 1.747 0.575 0.2 2.0 2.1 -1.206
C -3.952 -0.895 -0.560 0.8 -2.8 -0.9 -1.398
C 3.821 0.092 -0.249 0.5 0.8 -0.1 -0.207
C -0.607 0.490 0.635 -0.5 -0.2 1.0 -0.035
H -1.988 -1.621 0.007 0.0 0.6 0.0 0.382
H -2.948 -0.683 1.256 0.9 -0.7 -1.2 0.073
H -0.706 0.188 1.722 -0.2 0.4 -1.0 0.387
H 0.315 2.173 -0.434 -0.2 0.3 0.3 0.329
H -2.573 1.424 0.370 0.2 -1.1 -0.4 0.320
H 2.879 1.750 -1.241 0.0 0.0 0.1 0.405
H -0.070 2.644 1.296 0.7 -2.2 -1.5 0.342
H -1.904 0.778 -1.087 0.4 0.2 -1.1 0.324
H 4.478 -1.701 0.738 -1.1 0.6 -0.7 0.267
H 1.427 1.527 0.798 -2.7 0.7 0.3 0.284
H 4.798 0.557 -0.152 -0.1 -0.1 -0.3 0.371
H -4.356 -1.950 -0.497 0.5 1.0 0.3 0.338
H 0.676 0.649 -1.195 -0.1 -0.1 -0.7 1.041
H -4.710 -0.266 -0.227 -1.2 1.3 0.7 0.373
H -0.139 -0.428 0.182 -1.1 1.5 1.0 0.105
H 2.140 -2.654 0.789 0.0 0.5 -0.3 0.368
H -3.823 -0.756 -1.615 0.0 0.3 -0.8 0.368
```
Positions in Å, forces in eV/Å.

---

The following is a DFT calculation (ωB97M-V/def2-TZVPD) of a cluster of 2 separate species, C10H17N2 in total in a non-equilibrium geometry.

Results
* total charge: +1
* gap between HOMO and LUMO: 0.359 Eh
* HOMO energy: -12.93 eV
* LUMO level: -3.15 eV
* energy above the lowest of the compared OMol25 structures with the same formula, charge and spin: 14.40 kcal/mol
* 2S+1: 1
* molecular weight: 165.26 g mol⁻¹
* energy: -500.4456 hartree

XYZ file:
```
29
Properties=species:S:1:pos:R:3:forces:R:3:mulliken_charge:R:1
N 2.132 0.051 0.149 0.8 1.4 -0.3 -0.247
N -0.050 0.688 -1.434 1.4 -1.2 -0.9 -0.240
C -0.138 -1.037 2.193 -1.5 -1.5 0.4 -0.346
C -0.622 -2.246 2.692 -0.3 -0.1 -1.7 -0.821
C 0.364 1.964 -2.050 -3.9 0.8 1.0 -0.956
C 0.652 1.534 1.136 -1.7 3.1 2.1 -1.779
C -0.082 -2.131 -0.015 1.4 2.7 -0.9 0.175
C -1.476 0.482 -1.277 -1.5 -0.1 0.5 -0.897
C -0.584 -3.293 0.482 0.7 -0.3 1.5 -0.732
C -0.806 -3.356 1.889 1.4 3.0 -2.5 -0.579
C 0.867 0.262 0.466 0.9 -1.7 -1.5 1.505
C 0.178 -1.028 0.862 -0.2 1.2 -0.7 -0.208
H -1.492 -0.243 -0.449 -1.0 -0.2 -0.9 0.399
H 2.675 0.918 0.053 0.3 -1.2 0.0 0.313
H 1.400 2.085 -2.175 1.3 -0.2 -0.5 0.336
H -1.043 -4.229 2.313 -1.3 -3.2 1.5 0.561
H -2.000 0.173 -2.219 0.6 -0.2 0.8 0.332
H 0.248 -0.082 -2.117 -0.2 1.3 1.5 0.317
H 2.522 -0.868 0.039 0.1 0.0 -0.2 0.268
H -0.412 1.707 1.335 0.0 -0.3 -0.1 0.456
H -2.103 1.313 -0.898 1.0 0.2 -0.2 0.312
H -0.256 -0.184 2.843 0.7 0.3 -0.1 0.343
H -0.616 -4.172 -0.139 -0.5 -0.1 -0.1 0.399
H 0.004 2.791 -1.323 0.5 -1.1 -1.4 0.291
H 0.167 -1.901 -1.101 -0.4 -1.0 1.4 0.175
H 0.934 2.587 0.757 0.4 -2.2 -0.2 0.398
H 1.075 1.476 2.177 -0.1 -0.1 -1.0 0.418
H -1.067 -2.266 3.627 -0.2 -0.2 2.0 0.426
H -0.282 1.978 -2.979 1.3 0.8 0.6 0.380
```
Positions in Å, forces in eV/Å.

---

The following is a DFT calculation (ωB97M-V/def2-TZVPD) of the molecule C10H17N2O3.

Results
* gap between HOMO and LUMO (alpha / beta): 0.331 / 0.370 Eh
* HOMO energy (alpha / beta): -8.36 / -9.59 eV
* LUMO level (alpha / beta): 0.66 / 0.47 eV
* 2S+1: 2
* molecular weight: 213.26 g mol⁻¹
* energy: -726.4053 hartree

XYZ file:
```
32
Properties=species:S:1:pos:R:3:forces:R:3:mulliken_charge:R:1
O 1.238 2.040 -1.930 -0.1 0.0 0.1 -0.580
O -0.747 -1.717 -1.546 -0.1 -0.1 0.1 -0.634
O 0.361 2.535 2.527 0.1 0.2 0.5 -0.448
N 1.295 2.377 0.352 -0.2 -0.3 0.4 -0.760
N -0.538 -1.146 -0.420 0.3 0.5 -0.5 0.555
C 1.572 -2.374 -0.550 0.0 0.0 0.2 -1.929
C -1.696 0.259 1.309 0.1 0.3 -0.1 -1.830
C 0.824 2.441 1.467 -0.1 -0.1 -0.7 0.608
C -1.364 0.072 -0.178 -0.5 -0.1 0.2 1.757
C 0.982 -1.200 1.564 0.0 0.1 -0.1 -1.797
C 1.615 0.106 -0.558 0.0 -0.1 0.0 -2.386
C 0.847 1.431 -0.706 0.4 0.3 0.0 2.359
C -2.710 -0.129 -0.897 0.1 0.2 0.2 -1.756
C -0.676 1.313 -0.777 -0.2 -0.2 -0.2 -2.157
C 0.884 -1.125 0.017 0.3 -0.4 0.3 2.018
H -2.287 1.173 1.403 0.0 -0.1 0.0 0.443
H -0.915 1.347 -1.841 0.1 -0.1 0.0 0.356
H 1.674 -2.335 -1.631 -0.2 -0.1 0.0 0.398
H -0.830 0.389 1.952 -0.1 -0.1 0.0 0.410
H -3.397 0.648 -0.555 0.0 0.0 0.0 0.419
H 2.487 0.290 0.072 0.1 0.0 -0.1 0.515
H 1.022 -3.272 -0.261 0.0 0.0 -0.1 0.444
H -2.314 -0.566 1.666 0.2 -0.1 0.1 0.314
H 1.934 2.672 -1.730 0.1 0.0 0.0 0.421
H -3.132 -1.098 -0.636 0.0 0.0 -0.1 0.430
H 1.313 -0.257 2.005 -0.1 0.0 0.0 0.314
H -2.614 -0.049 -1.976 0.0 -0.2 0.0 0.389
H 0.033 -1.486 2.009 0.1 -0.1 0.0 0.359
H -1.133 2.201 -0.335 0.1 0.0 -0.1 0.446
H 1.989 -0.140 -1.551 -0.2 0.0 0.0 0.356
H 2.570 -2.445 -0.112 0.0 0.1 0.0 0.486
H 1.714 -1.955 1.846 0.0 0.0 0.0 0.482
```
Positions in Å, forces in eV/Å.

---

The following is a DFT calculation (ωB97M-V/def2-TZVPD) of a structure of composition C10H17N2OSiTl.

Results
* total charge: +2
* gap between HOMO and LUMO: 0.293 Eh
* HOMO energy: -14.63 eV
* LUMO level: -6.66 eV
* energy above the lowest of the compared OMol25 structures with the same formula, charge and spin: 14.83 kcal/mol
* 2S+1: 1
* molecular weight: 413.73 g mol⁻¹
* energy: -1037.4394 hartree

XYZ file:
```
32
Properties=species:S:1:pos:R:3:forces:R:3:mulliken_charge:R:1
Tl 0.487 -0.594 -1.464 0.0 0.2 -0.1 0.775
Si -0.582 -3.593 3.307 0.0 -0.1 0.0 0.259
O 1.967 5.698 -4.931 0.0 0.0 0.0 -0.580
N 0.500 1.608 -2.587 0.0 0.0 -0.1 -0.468
N -0.247 5.848 -5.354 0.0 0.0 0.0 -0.305
C -2.384 -3.900 3.332 0.0 0.0 0.0 -0.955
C 0.578 -4.912 2.797 0.0 0.0 0.0 -0.958
C 0.063 -1.996 3.845 0.0 0.0 0.1 -0.592
C 0.638 3.970 -4.045 0.0 0.0 0.0 0.909
C 1.791 3.355 -3.572 0.0 0.0 0.0 -0.656
C 0.085 -2.670 5.266 0.0 0.0 0.1 -0.543
C -0.586 3.374 -3.769 0.0 0.0 0.0 -0.599
C 0.844 5.261 -4.825 0.0 0.0 0.0 0.324
C -0.611 2.200 -3.041 0.0 0.0 0.0 -0.289
C 1.681 2.184 -2.856 0.0 0.0 0.0 -0.030
H 1.087 -2.740 5.678 0.0 0.0 0.0 0.353
H -0.266 -3.745 5.293 0.0 0.0 0.0 0.173
H -2.766 -3.861 2.307 0.0 0.0 0.0 0.349
H -1.555 1.719 -2.812 0.0 0.0 0.0 0.369
H 0.537 -5.022 1.709 0.0 0.0 0.0 0.349
H 1.607 -4.682 3.074 0.0 0.0 0.0 0.374
H -0.592 -2.182 5.962 0.0 0.0 0.0 0.351
H -0.110 6.698 -5.877 0.0 0.0 0.0 0.250
H 1.062 -1.716 3.532 0.0 0.0 0.0 0.360
H -0.609 -1.145 3.819 0.0 0.0 0.0 0.367
H 0.291 -5.875 3.223 0.0 0.0 0.0 0.369
H -2.917 -3.148 3.915 0.0 0.0 0.0 0.374
H -2.610 -4.894 3.721 0.0 0.0 0.0 0.368
H 2.568 1.688 -2.478 0.0 0.0 0.0 0.371
H -1.526 3.795 -4.097 0.0 0.0 0.0 0.295
H -1.173 5.470 -5.296 0.0 0.0 0.0 0.148
H 2.751 3.810 -3.777 0.0 0.0 0.0 0.487
```
Positions in Å, forces in eV/Å.

---

The following is a DFT calculation (ωB97M-V/def2-TZVPD) of a cluster of 2 separate species, C10H17NO2 in total in a non-equilibrium geometry.

Results
* gap between HOMO and LUMO (alpha / beta): 0.300 / 0.308 Eh
* HOMO energy (alpha / beta): -7.97 / -8.00 eV
* LUMO level (alpha / beta): 0.18 / 0.37 eV
* energy above the lowest of the compared OMol25 structures with the same formula, charge and spin: 217.31 kcal/mol
* 2S+1: 1
* molecular weight: 183.25 g mol⁻¹
* energy: -596.1556 hartree

XYZ file:
```
30
Properties=species:S:1:pos:R:3:forces:R:3:mulliken_charge:R:1
O -4.985 0.048 2.017 -0.2 0.0 0.9 -0.353
O -1.753 -0.812 -0.802 -0.4 -0.2 -1.3 -0.711
N -1.138 -0.067 0.018 -1.0 -2.0 2.5 0.566
C 2.127 0.996 -1.306 -0.5 -3.1 -1.0 -0.993
C 0.666 0.849 -1.109 1.6 -1.4 1.8 -0.809
C -4.223 0.045 0.917 1.0 0.9 -1.6 -0.091
C 2.738 -0.363 -1.627 3.8 1.6 -0.5 -0.666
C 2.434 -1.349 -0.594 0.4 -0.2 2.6 -0.541
C -1.299 1.481 2.028 2.0 -1.6 -1.2 -1.289
C -5.174 1.166 1.114 -0.5 -1.0 -1.1 -0.199
C 0.333 -0.191 -0.006 0.6 2.3 1.1 -0.009
C 0.930 -1.573 -0.283 0.9 1.6 -0.4 -0.937
C -1.713 0.442 1.060 -3.9 0.2 -0.4 0.468
H 2.466 -0.752 -2.554 -0.9 -0.2 -1.9 0.389
H 2.317 1.681 -2.041 0.5 1.7 -2.2 0.434
H 0.371 1.821 -0.865 -1.5 1.3 0.5 0.337
H -1.929 1.960 2.696 -2.2 0.4 0.8 0.373
H 0.338 -1.911 -1.111 0.0 -0.9 -0.5 0.363
H -0.840 2.237 1.444 0.8 1.1 -0.4 0.306
H 0.232 0.453 -1.959 -1.3 -0.3 -2.0 0.384
H -6.154 1.159 0.545 1.3 0.0 0.8 0.215
H 3.923 -0.234 -1.773 -2.3 -0.3 0.6 0.259
H 0.987 -2.253 0.544 -1.0 -0.3 0.5 0.305
H -4.462 -0.669 0.113 1.0 -0.1 0.5 0.332
H -0.557 1.032 2.671 0.7 0.0 0.4 0.336
H 0.615 0.176 1.017 0.3 -0.2 -1.0 0.227
H 2.920 -0.886 0.312 -0.7 -0.6 -0.2 0.265
H -4.814 2.108 1.449 0.2 0.6 0.4 0.206
H 2.514 1.406 -0.457 1.5 0.9 2.6 0.440
H 2.968 -2.299 -0.663 -0.2 -0.1 -0.5 0.396
```
Positions in Å, forces in eV/Å.